# 1
Molecular formula: C5H13N3
Method: DFT, ωB97M-V with the def2-TZVPD basis set

- energy relative to the best compared isomer or geometry (same formula, charge and spin) (kcal/mol) = 72.9
- net charge = 0
- multiplicity = 1

Element x y z (Å)
H 2.25492 -0.17728 -2.80844
N 1.29459 0.01792 -2.39298
N 0.75134 -1.08948 -2.44278
C -0.64845 -1.16427 -1.80050
C -1.00173 -0.01826 -0.87899
C -0.51609 -0.05344 0.45859
C -0.98872 1.29822 1.19050
N 0.89185 -0.27181 0.60738
C 1.26373 -0.23320 2.03654
H -0.95892 -2.16089 -1.49117
H -1.35950 -0.90422 -2.62337
H -0.46151 0.78706 -1.49444
H -2.05603 0.06851 -0.76350
H -1.05959 -0.94407 0.96333
H -1.84460 1.85733 0.86074
H -0.13370 1.92410 1.06418
H -1.01219 1.06561 2.27714
H 1.37064 0.46884 0.14905
H 1.21166 -1.19998 2.45678
H 2.28769 0.18270 2.08166
H 0.71461 0.54660 2.55028


# 2
Molecular formula: C7H15N2
Method: DFT, ωB97M-V with the def2-TZVPD basis set

- energy relative to the best compared isomer or geometry (same formula, charge and spin) (kcal/mol) = 89.3
- net charge = +1
- multiplicity = 1

Element x y z (Å)
C -2.79601 0.31011 -0.21464
C -1.56414 1.01116 -0.31561
C 2.34017 0.19521 0.06596
C 2.37833 1.68813 0.16599
C 3.79135 -0.34663 0.08741
C -5.13751 -0.51357 0.36994
C 1.14367 -1.73760 -0.28187
N -3.83429 -0.06424 0.15678
N 1.22835 -0.38759 0.13785
H -1.38600 1.01766 -1.42234
H -1.66345 1.95746 0.06988
H 1.36982 2.15712 0.30249
H 2.61642 2.20683 -0.71942
H 3.19662 2.11019 0.91377
H 3.92307 -0.56912 1.05175
H 4.41005 0.32981 -0.40967
H 3.99702 -1.25627 -0.32576
H -5.36586 -1.44751 -0.01046
H -5.20976 -0.71108 1.35832
H -5.72777 0.07523 -0.20815
H 1.87183 -2.40166 0.04678
H 0.29657 -2.10601 0.33725
H 0.86941 -1.88232 -1.30791
H -0.74787 0.36469 0.15164


# 3
Molecular formula: C32H20Cl4MnN5O4
Method: DFT, ωB97M-V with the def2-TZVPD basis set

- <S²> = 0.799
- net charge = -1
- multiplicity = 2
- calculated total energy (a.u.) = -4798.16134

Element x y z (Å)
Mn -0.60390 -1.51475 0.92034
Cl -1.00954 4.07612 4.83751
C -1.45844 2.69243 3.87075
C -0.45856 1.79059 3.51159
C -0.77119 0.69099 2.73293
N 0.11694 -0.29189 2.27573
C 1.34426 -0.45356 2.72046
O 2.01270 0.21376 3.51222
C 1.94999 -1.71572 2.12754
C 3.32171 -1.89466 2.16163
C 3.86833 -3.01160 1.55951
C 3.01699 -3.92167 0.96616
C 1.65873 -3.66721 0.99883
N 1.12594 -2.58972 1.56202
C -2.10438 0.47128 2.32452
C -3.09079 1.36933 2.69601
C -2.76122 2.48470 3.46665
Cl -4.03878 3.59183 3.90351
N -2.26751 -0.68069 1.53423
C -3.42495 -1.16797 1.13127
O -4.57566 -0.77530 1.32998
C -3.21179 -2.41422 0.28121
C -4.24100 -2.87244 -0.52224
C -4.02845 -3.97780 -1.32123
C -2.79475 -4.59406 -1.27801
C -1.82751 -4.06324 -0.44376
N -2.02200 -2.99686 0.32304
H 0.55864 1.94322 3.83540
H 3.91704 -1.13275 2.64894
H 4.94086 -3.16805 1.54546
H 3.38889 -4.81181 0.47752
H 0.96136 -4.36411 0.55530
H -4.11036 1.20000 2.38820
H -5.17604 -2.32744 -0.50329
H -4.81082 -4.35451 -1.96973
H -2.57401 -5.46655 -1.87785
H -0.84818 -4.51651 -0.38729
Cl 4.73536 1.91906 -0.95870
C 3.30631 2.63521 -0.26387
C 3.45951 3.48118 0.82186
C 2.33903 4.05290 1.40158
C 1.07780 3.75614 0.91587
C 0.93847 2.88686 -0.15373
Cl -0.65716 2.46398 -0.64015
C 2.05089 2.32269 -0.79880
N 1.93903 1.41944 -1.87644
C 1.04763 1.62259 -2.92943
C 0.80235 2.91628 -3.39271
C -0.09777 3.14214 -4.42086
C -0.76271 2.07826 -5.01438
C -0.51090 0.78957 -4.55826
C 0.39037 0.52823 -3.53192
C 0.57708 -0.90231 -3.02565
C 0.14940 -1.05844 -1.55987
O 1.07451 -1.14875 -0.70237
O -1.06642 -1.03096 -1.26222
H 4.45160 3.68073 1.20616
H 2.44676 4.71858 2.25037
H 0.18710 4.16022 1.38542
H 2.03982 0.46027 -1.56951
H 1.30485 3.75241 -2.91343
H -0.28929 4.15861 -4.74933
H -1.47433 2.24815 -5.81557
H -1.03469 -0.05008 -5.00462
H 1.62341 -1.21308 -3.08887
H -0.02057 -1.56913 -3.64564


# 4
Molecular formula: C12H42BeN20O16
Method: DFT, ωB97M-V with the def2-TZVPD basis set

- energy relative to the best compared isomer or geometry (same formula, charge and spin) (kcal/mol) = 70.5
- net charge = 0
- multiplicity = 1

Element x y z (Å)
Be -0.57636 2.74265 -1.88053
O -1.14318 0.21017 1.12412
C -0.01995 0.02394 0.41733
O 0.38296 0.75666 -0.52450
O 0.76935 -0.80437 0.85741
H -1.52252 0.97148 0.67904
O 0.77275 4.19097 1.98718
C 0.21067 4.03591 0.80632
O -0.98622 3.84151 0.76434
O 0.89118 4.11583 -0.22298
H -0.01978 4.34333 2.50706
C 3.08888 1.19390 3.04907
O 4.01181 1.84698 3.52122
N 2.22739 1.64838 2.22027
N 2.61375 -0.00433 3.32298
H 2.23214 2.59940 1.88020
H 1.49365 1.00999 1.94790
H 2.66245 -0.33823 4.27496
H 2.40785 -0.48802 2.46059
C 3.67325 -1.09691 -1.47825
O 4.67834 -1.42880 -2.02652
N 2.55075 -0.82239 -2.05850
N 3.70134 -0.84382 -0.24080
H 1.81688 -0.40796 -1.50193
H 2.47781 -0.79846 -3.06558
H 4.57555 -1.03600 0.22709
H 2.80776 -0.88068 0.22850
C 0.75688 1.09365 -4.50920
O 0.69282 1.16810 -3.32787
N 0.43171 0.03913 -5.06404
N 1.27126 1.98609 -5.27549
H 0.21411 0.18781 -6.03905
H -0.02689 -0.64145 -4.47532
H 1.33234 1.81955 -6.26979
H 1.77175 2.78489 -4.91281
C -1.79388 -1.52113 4.62944
O -2.53467 -2.35476 5.22337
N -1.32020 -1.79522 3.45083
N -1.45872 -0.32151 5.04938
H -1.32196 -2.73949 3.09242
H -1.03972 -1.07886 2.79642
H -1.84773 -0.17734 5.97024
H -0.51034 -0.02136 4.87452
C -3.55280 1.00291 -1.49254
O -2.74505 1.78457 -1.04156
N -3.32717 0.07491 -2.33236
N -4.83642 1.03690 -1.31177
H -4.06642 -0.46102 -2.76409
H -2.40790 -0.20713 -2.64139
H -5.35901 0.20475 -1.54527
H -5.19597 1.83058 -0.80100
C -3.97648 -1.94916 0.97843
O -4.76826 -2.89439 1.06070
N -2.92056 -1.81005 0.15510
N -4.07414 -0.82701 1.68444
H -2.83106 -2.37292 -0.67873
H -2.32049 -1.00444 0.25997
H -3.24518 -0.25048 1.70771
H -4.84622 -0.74729 2.33069
C 4.21317 2.88363 -2.44406
O 4.79157 3.98457 -2.32224
N 4.52127 1.97115 -3.33972
N 3.18199 2.48498 -1.76281
H 5.35992 2.10642 -3.88605
H 4.53962 1.04454 -2.93831
H 2.73269 1.61068 -1.99480
H 2.92327 3.15625 -1.05389
C 2.86875 -3.88873 1.66171
O 2.75184 -3.53180 2.81748
N 3.80682 -4.57120 1.14027
N 2.12448 -3.54717 0.63127
H 4.53166 -4.93305 1.74340
H 3.71161 -4.98731 0.22491
H 2.24057 -4.14186 -0.17679
H 1.56414 -2.71358 0.73730
C -1.05367 -2.49321 -2.69639
O -1.26881 -1.49179 -3.30700
N -1.34016 -3.69242 -3.01791
N -0.28384 -2.52821 -1.69542
H -1.85246 -3.89872 -3.86354
H -1.14409 -4.45895 -2.39014
H 0.17088 -1.78243 -1.18832
H -0.25354 -3.46145 -1.31039
C -4.09962 2.33428 2.92665
O -5.17153 1.97804 3.16432
N -3.72988 2.70462 1.74833
N -3.10286 2.50386 3.76932
H -4.40034 2.78713 0.99748
H -2.75395 2.84245 1.52772
H -3.28924 2.42561 4.75888
H -2.21241 2.88369 3.48136


> Which formula does entry 1 have?

C5H13N3


> Which of these has the lowest net charge?

C32H20Cl4MnN5O4


> multiplicity of number 4 (C12H42BeN20O16)?

1